Record 1
9
Properties=species:S:1:pos:R:3:lowdin_charge:R:1 method="wB97M-V/def2-TZVPD" smiles="O=C=C(F)F.C#C" relative_energy_ev=3.854 total_charge=0 gap_ev=8.92 spin_multiplicity=1
C -2.104 -0.895 0.526 -0.0078
C -1.980 -0.112 -0.361 -0.0308
C 1.785 1.172 0.261 -0.0538
C 1.515 -0.003 -0.154 -0.3780
O 1.996 2.310 0.550 0.1764
F 1.046 -0.309 -1.363 0.1173
F 1.881 -1.104 0.523 0.1061
H -1.871 -1.568 1.284 0.0067
H -2.268 0.507 -1.266 0.0640

=====

Record 2
9
Properties=species:S:1:pos:R:3:lowdin_charge:R:1 method="wB97M-V/def2-TZVPD" relative_energy_ev=4.746 total_charge=0 gap_ev=9.91 spin_multiplicity=1
C 1.642 0.546 -1.678 0.2284
C 0.814 0.209 -0.773 -0.1987
C 0.417 0.684 0.645 -0.2247
C -0.256 -0.489 0.034 -0.4653
O -1.538 -0.297 -0.365 0.1228
F 1.302 0.684 1.581 0.1312
F -0.085 -1.781 0.495 0.0969
H -0.394 1.549 0.707 0.2093
H -1.902 -1.105 -0.645 0.1002

=====

Record 3
9
Properties=species:S:1:pos:R:3:lowdin_charge:R:1 method="wB97M-V/def2-TZVPD" relative_energy_ev=5.088 total_charge=0 gap_ev="7.75 / 7.75" spin_multiplicity=1
C -0.416 -1.910 -0.588 0.1794
C 0.039 -0.635 -0.549 -0.1530
C -0.881 -1.063 0.570 -0.2914
C 0.636 0.559 -0.446 -0.3261
O 1.049 1.414 -1.282 0.2494
F -1.816 -0.106 0.787 0.0230
F 0.786 0.974 0.848 0.1071
H -0.655 -1.419 1.502 0.1019
H 1.258 2.186 -0.842 0.1096

=====

Record 4
14
Properties=species:S:1:pos:R:3:lowdin_charge:R:1 method="wB97M-V/def2-TZVPD" relative_energy_ev=2.069 total_charge=+2 gap_ev="9.17 / 9.17" spin_multiplicity=1
C -3.364 0.814 -0.310 -0.0164
C -2.220 -0.743 0.024 0.0837
C 1.806 -1.245 0.380 -0.2390
C 3.785 0.565 0.136 -0.5388
N -2.115 1.002 0.013 0.1288
N -1.265 0.029 0.355 0.1798
N -3.487 -0.564 -0.353 0.2181
O 2.954 -1.013 0.274 0.2908
O 0.746 -1.521 0.511 0.3565
F 3.497 0.898 -1.055 0.3442
F 4.947 0.172 0.361 0.3916
F 3.194 1.287 0.969 0.3683
H -4.139 1.445 -0.904 0.2201
H -4.338 -1.127 -0.399 0.2122

=====

Record 5
10
Properties=species:S:1:pos:R:3:lowdin_charge:R:1 method="wB97M-V/def2-TZVPD" relative_energy_ev=2.432 total_charge=0 gap_ev="8.67 / 8.41" spin_multiplicity=1
C -0.267 0.065 0.234 -0.2053
C -0.862 1.282 0.221 0.0930
C -0.420 -0.778 -0.961 -0.3176
C 0.949 -0.322 1.039 -0.2078
F 0.036 -0.316 -2.107 0.1307
F -0.313 -2.084 -0.974 0.1396
F 1.016 -1.637 1.461 0.0563
F 2.190 0.065 0.709 0.1005
H -0.575 2.169 0.864 0.0928
H -1.754 1.557 -0.487 0.1177

=====

Record 6
10
Properties=species:S:1:pos:R:3:mulliken_spin:R:1 method="wB97M-V/def2-TZVPD" s2=16.788 relative_energy_ev=0.000 total_charge=+2 gap_ev="4.57 / 6.21" spin_multiplicity=8
H 0.585 1.590 4.178 0.9986
C 0.935 1.222 0.129 -0.0157
C 0.105 1.036 -0.876 0.0026
C -0.455 -0.248 -1.166 -0.2163
C -0.888 -1.354 -1.437 0.4508
O -1.352 -2.480 -1.758 -0.0153
O 1.718 1.387 0.989 -0.0242
Li 1.808 1.633 2.960 0.0327
Gd -2.400 -4.699 -1.504 5.7875
H -0.056 1.912 -1.516 -0.0009